(1)
The following is a DFT calculation (wB97M-V/def2-TZVPD) of a molecular structure, C26H15ClIrN5O6Se at a distorted geometry.

```
55
C26H15ClIrN5O6Se (wB97M-V/def2-TZVPD)
Ir 0.203 0.252 0.303
O -3.010 4.059 1.548
C -2.250 2.957 1.175
O -2.726 2.058 0.514
C -0.810 3.068 1.505
C -0.449 4.256 2.178
C 0.926 4.661 2.318
C 1.881 3.840 1.726
C 1.500 2.701 1.016
N 0.194 2.248 1.053
C 2.477 1.948 0.220
O 3.664 2.494 -0.170
O 2.211 0.769 -0.075
H -3.882 3.690 1.376
H -1.269 4.919 2.553
H 1.169 5.606 2.781
H 2.989 4.081 1.734
H 3.729 3.408 0.149
Se 3.692 -2.848 -5.573
N 3.238 -3.453 -3.930
C 2.397 -2.658 -3.345
C 1.939 -2.859 -1.973
C 2.171 -3.888 -1.060
C 1.733 -3.786 0.213
C 1.055 -2.635 0.653
N 0.845 -1.625 -0.157
C 1.217 -1.738 -1.438
C 0.862 -0.604 -2.242
N 0.081 0.377 -1.621
C -0.553 1.321 -2.337
C -0.239 1.464 -3.719
C 0.671 0.643 -4.367
C 1.127 -0.484 -3.654
C 1.983 -1.518 -4.195
N 2.596 -1.467 -5.382
H 2.796 -4.693 -1.364
H 2.070 -4.513 0.881
H 0.816 -2.474 1.731
H -1.148 2.057 -1.814
H -0.626 2.386 -4.256
H 0.997 0.819 -5.340
Cl -4.834 -3.626 4.090
C -3.860 -2.601 3.088
C -4.247 -2.487 1.750
C -3.422 -1.815 0.797
C -2.181 -1.292 1.180
O -1.616 -0.568 0.256
C -1.786 -1.385 2.604
C -0.503 -0.981 3.064
O 0.352 -0.429 2.264
C -2.640 -2.017 3.501
H -5.178 -2.900 1.357
H -3.785 -1.702 -0.209
H -0.067 -1.091 4.045
H -2.501 -1.945 4.601
```

Calculated values
Energy above the lowest of the compared OMol25 structures with the same formula, charge and spin   2.551 eV
Orbital gap (spin up / spin down)   3.941 / 4.969 eV
HOMO level (spin up / spin down)   -0.51749 / -0.63400 Eh
2S+1   6
Charge   +3

(2)
The following is a DFT calculation (wB97M-V/def2-TZVPD) of a molecular structure, C26H16N4O11STi.

```
59
C26H16N4O11STi (wB97M-V/def2-TZVPD)
Ti -1.374 0.468 0.835
O -1.699 -0.398 4.739
C -1.958 -0.453 3.572
O -1.441 0.399 2.674
C -2.902 -1.480 3.003
C -3.764 -2.103 3.886
C -4.655 -3.045 3.410
C -4.696 -3.398 2.080
C -3.812 -2.801 1.202
C -2.900 -1.825 1.636
O -2.037 -1.243 0.809
N -3.862 -3.260 -0.199
O -2.916 -3.016 -0.919
O -4.852 -3.871 -0.538
N -5.581 -3.701 4.348
O -5.535 -3.352 5.508
O -6.354 -4.516 3.889
H -3.735 -1.847 4.936
H -5.396 -4.138 1.724
O 0.090 1.279 -6.055
C 0.475 1.606 -4.939
O 1.501 2.207 -4.534
C -0.382 1.191 -3.744
C -0.505 -0.151 -3.391
C -1.027 -0.487 -2.159
N -1.477 0.449 -1.316
C -1.502 1.740 -1.715
C -0.961 2.154 -2.904
C -2.141 2.649 -0.695
O -2.409 3.794 -0.872
O -2.360 1.970 0.461
H -0.147 -0.919 -4.063
H -1.085 -1.510 -1.804
H -0.951 3.206 -3.156
N 0.553 0.932 0.704
S 1.524 0.813 -0.607
C 2.714 -0.465 -0.247
C 3.721 -0.641 -1.189
C 4.654 -1.642 -0.982
C 4.571 -2.451 0.146
C 3.552 -2.268 1.067
C 2.606 -1.270 0.873
C 2.541 2.261 -0.607
C 2.514 3.033 -1.755
C 3.287 4.194 -1.770
C 4.040 4.549 -0.666
C 4.056 3.746 0.475
C 3.309 2.587 0.509
H 1.052 1.109 1.573
H 3.775 -0.005 -2.065
H 5.444 -1.793 -1.704
H 5.304 -3.231 0.302
H 3.486 -2.904 1.940
H 1.797 -1.135 1.577
H 1.945 2.753 -2.645
H 3.284 4.808 -2.660
H 4.631 5.455 -0.686
H 4.657 4.024 1.330
H 3.334 1.941 1.379
```

Calculated values
Energy above the lowest of the compared OMol25 structures with the same formula, charge and spin   0.000 eV
Orbital gap   6.653 eV
HOMO level   -0.31856 Eh
Charge   0

(3)
The following is a DFT calculation (wB97M-V/def2-TZVPD) of 2 unconnected molecules or ions with the total composition C26H17F4N2 at a distorted geometry.

```
49
C26H17F4N2 (wB97M-V/def2-TZVPD)
F -3.209 2.501 2.734
C -2.929 1.153 2.680
C -4.001 0.270 2.602
C -3.681 -1.085 2.547
F -4.704 -2.004 2.504
C -2.383 -1.548 2.541
C -1.285 -0.635 2.623
C 0.006 -1.218 2.645
C 1.294 -0.627 2.596
C 2.397 -1.534 2.670
C 3.693 -1.064 2.675
F 4.720 -1.977 2.749
C 4.007 0.291 2.604
C 2.931 1.169 2.513
F 3.206 2.517 2.423
C 1.603 0.763 2.487
C -1.600 0.754 2.713
H -5.029 0.611 2.593
H -2.169 -2.614 2.498
H 0.009 -2.311 2.566
H 2.187 -2.601 2.728
H 5.033 0.638 2.607
H 0.823 1.505 2.377
H -0.822 1.496 2.847
C -0.150 -2.127 6.020
N -0.201 -0.759 6.119
N -0.244 0.395 6.114
C 1.167 -2.731 6.208
C 1.572 -3.935 5.590
C 2.842 -4.461 5.815
C 3.740 -3.793 6.652
C 3.370 -2.582 7.248
C 2.106 -2.050 7.017
C -1.436 -2.818 5.978
C -1.639 -4.056 5.329
C -2.894 -4.659 5.320
C -3.974 -4.042 5.955
C -3.799 -2.805 6.584
C -2.551 -2.194 6.583
H 0.899 -4.438 4.902
H 3.122 -5.398 5.332
H 4.728 -4.210 6.835
H 4.057 -2.042 7.897
H 1.815 -1.104 7.477
H -0.816 -4.527 4.801
H -3.020 -5.617 4.812
H -4.951 -4.520 5.959
H -4.628 -2.305 7.084
H -2.411 -1.228 7.074
```

Calculated values
Orbital gap   3.998 eV
HOMO level   -0.38361 Eh
Charge   +1

(4)
The following is a DFT calculation (wB97M-V/def2-TZVPD) of a molecular structure, C26H17FN4O11SW at a distorted geometry.

```
61
C26H17FN4O11SW (wB97M-V/def2-TZVPD)
W -0.184 -0.008 -0.152
O 0.225 -1.650 -1.317
N 0.968 -2.700 -0.948
C 1.498 -3.418 -1.967
C 2.193 -4.559 -1.706
C 2.330 -4.961 -0.366
C 1.782 -4.216 0.639
C 1.072 -3.026 0.356
S 0.340 -1.992 1.468
H 1.301 -3.002 -2.942
H 2.612 -5.124 -2.524
H 2.870 -5.867 -0.125
H 1.876 -4.510 1.674
C 4.460 5.757 -1.004
C 5.045 4.661 -0.142
C 6.483 4.330 -0.495
C 7.081 3.424 0.570
C 6.132 2.316 0.963
C 6.564 1.256 1.711
C 5.723 0.171 1.992
F 6.227 -0.819 2.742
C 4.459 0.090 1.505
C 3.989 1.170 0.739
C 2.665 1.113 0.153
O 1.919 0.094 0.312
C 2.242 2.232 -0.599
C 3.043 3.322 -0.731
N 4.262 3.388 -0.179
C 4.784 2.294 0.506
C 0.898 1.890 -1.160
O -0.149 2.201 -0.524
O 0.891 0.908 -1.951
H 5.062 6.651 -0.847
H 3.435 6.015 -0.739
H 4.501 5.509 -2.067
H 5.018 4.981 0.905
H 7.052 5.256 -0.577
H 6.505 3.845 -1.475
H 7.351 4.010 1.453
H 8.003 2.970 0.205
H 7.586 1.223 2.073
H 3.821 -0.763 1.693
H 2.711 4.198 -1.265
O -3.527 0.107 -2.667
C -2.821 0.302 -1.710
O -1.506 0.060 -1.729
C -3.275 0.979 -0.455
C -4.120 2.073 -0.385
C -4.078 2.831 0.779
C -3.146 2.653 1.792
C -2.311 1.555 1.668
C -2.522 0.642 0.650
O -1.880 -0.550 0.671
N -1.110 1.388 2.382
O -0.817 2.051 3.388
O -0.048 0.805 1.705
N -4.994 3.994 0.895
O -4.912 4.681 1.894
O -5.782 4.180 -0.011
H -4.747 2.355 -1.217
H -3.045 3.352 2.607
```

Calculated values
Energy above the lowest of the compared OMol25 structures with the same formula, charge and spin   2.304 eV
Orbital gap (spin up / spin down)   5.883 / 7.389 eV
HOMO level (spin up / spin down)   -0.25879 / -0.31612 Eh
2S+1   3
Charge   0

(5)
The following is a DFT calculation (wB97M-V/def2-TZVPD) of a molecular structure, C26H18AuClINO4 at a distorted geometry.

```
52
C26H18AuClINO4 (wB97M-V/def2-TZVPD)
Au 0.519 0.685 0.258
Cl -3.431 6.386 -2.304
C -2.468 4.956 -2.049
C -2.861 3.739 -2.654
C -2.122 2.603 -2.494
C -0.925 2.607 -1.716
O -0.174 1.580 -1.635
C -0.588 3.832 -1.068
C 0.523 3.871 -0.192
O 1.229 2.916 0.190
C -1.359 5.002 -1.269
H -3.770 3.720 -3.242
H -2.401 1.672 -2.972
H 0.786 4.870 0.194
H -1.070 5.928 -0.783
N 1.219 -1.366 0.456
C 2.098 -1.980 1.415
C 2.332 -3.343 1.281
C 3.111 -4.018 2.201
C 3.635 -3.319 3.280
C 3.394 -1.964 3.405
C 2.653 -1.253 2.454
C 2.390 0.193 2.642
C 3.203 0.928 3.518
C 2.856 2.187 3.968
C 1.652 2.753 3.576
C 0.889 2.102 2.622
C 1.316 0.893 2.116
H 1.562 -1.400 -0.509
H 0.312 -1.829 0.440
H 1.889 -3.870 0.443
H 3.290 -5.079 2.086
H 4.218 -3.831 4.034
H 3.767 -1.452 4.281
H 4.135 0.490 3.848
H 3.506 2.710 4.658
H 1.320 3.702 3.975
H -0.042 2.543 2.286
I -5.296 -4.975 -4.409
C -3.867 -3.778 -3.455
C -4.232 -3.035 -2.343
C -3.283 -2.231 -1.726
C -1.984 -2.172 -2.216
C -1.636 -2.924 -3.333
C -2.575 -3.731 -3.960
C -0.929 -1.342 -1.516
O 0.233 -1.352 -1.967
O -1.315 -0.721 -0.469
H -5.243 -3.083 -1.960
H -3.541 -1.640 -0.857
H -0.621 -2.861 -3.701
H -2.304 -4.317 -4.829
```

Calculated values
Energy above the lowest of the compared OMol25 structures with the same formula, charge and spin   2.058 eV
Orbital gap   5.727 eV
HOMO level   -0.29029 Eh
Charge   0

(6)
The following is a DFT calculation (wB97M-V/def2-TZVPD) of a molecular structure, C26H18ClHfN4O7.

```
57
C26H18ClHfN4O7 (wB97M-V/def2-TZVPD)
Hf 0.063 0.954 0.368
C -1.590 4.448 1.884
O -1.712 3.936 3.215
C -0.673 3.215 3.701
C -0.112 3.593 4.909
C 0.913 2.853 5.495
C 1.394 1.736 4.854
C 0.865 1.339 3.615
C 1.393 0.141 3.010
N 1.215 -0.154 1.766
N 1.535 -1.452 1.314
C 0.624 -1.823 0.474
O -0.404 -1.019 0.185
C 0.700 -3.123 -0.272
C -0.695 -3.804 -0.478
C -0.873 -5.152 0.141
C 0.155 -5.826 0.645
C 1.516 -5.267 0.646
C 1.777 -4.025 0.254
C -0.212 2.067 3.049
O -0.859 1.661 1.927
H -2.047 5.434 1.883
H -2.122 3.808 1.180
H -0.543 4.537 1.588
H -0.510 4.478 5.388
H 1.327 3.161 6.444
H 2.197 1.153 5.287
H 1.925 -0.580 3.627
H -1.498 -3.133 -0.171
H -1.874 -5.567 0.160
H 0.009 -6.806 1.080
H 2.322 -5.897 0.999
H 2.781 -3.620 0.288
O -0.326 4.950 -3.979
C -0.536 3.762 -4.527
O -0.811 3.617 -5.683
C -0.395 2.566 -3.631
C -0.615 1.235 -4.013
Cl -1.029 0.584 -5.504
N -0.385 0.441 -2.951
N -0.008 1.190 -1.895
C 0.010 2.464 -2.306
C 0.450 3.428 -1.239
O 0.375 4.621 -1.381
O 0.872 2.800 -0.157
C -0.343 -0.988 -2.820
C 0.767 -1.521 -2.323
C 0.795 -2.931 -1.846
C -0.522 -3.733 -2.027
C -1.639 -3.028 -2.732
C -1.574 -1.744 -3.073
H -0.110 4.918 -3.023
H 1.655 -0.912 -2.182
H 1.680 -3.440 -2.228
H -0.352 -4.717 -2.464
H -2.542 -3.596 -2.925
H -2.403 -1.234 -3.545
```

Calculated values
Energy above the lowest of the compared OMol25 structures with the same formula, charge and spin   2.866 eV
Orbital gap   6.632 eV
HOMO level   -0.41131 Eh
Charge   +1

Result set for electronic energy: -127615.9428, -89652.8155, -41078.3097, -71094.2103, -61246.8523, -61371.5190 eV, one per record in the order listed.